Entry from the OMol25 dataset: a single C17H22N6O4 molecule in a non-equilibrium geometry (ωB97M-V/def2-TZVPD).

Each line ends with the Löwdin charge.
CARTESIAN COORDINATES (ANGSTROEM)
C 2.975 2.134 3.501  -0.026
O 2.578 1.117 2.574  -0.019
C 1.579 0.332 3.010  -0.459
O 1.079 0.444 4.119  0.110
C 1.169 -0.690 1.967  -0.160
C 2.089 -1.919 2.041  -0.086
C 1.234 -3.068 2.559  -0.128
C -0.223 -2.638 2.350  -0.108
N -0.189 -1.186 2.221  0.044
C -1.288 -0.475 2.064  -0.063
C -1.337 1.052 2.108  -0.163
C -2.520 1.501 2.958  -0.123
C -3.848 0.794 2.677  -0.166
C -3.734 -0.347 1.675  -0.162
C -2.554 -1.244 2.022  -0.102
H 3.752 2.687 2.981  0.097
H 2.132 2.790 3.735  0.105
H 3.370 1.684 4.416  0.101
H 1.207 -0.215 0.973  0.131
H 2.438 -2.113 1.024  0.128
H 2.961 -1.717 2.667  0.128
H 1.440 -4.001 2.025  0.120
H 1.417 -3.243 3.627  0.121
H -0.601 -3.114 1.429  0.141
H -0.870 -2.965 3.173  0.135
H -0.446 1.379 2.665  0.130
H -2.211 1.285 3.987  0.128
H -2.611 2.590 2.907  0.111
H -4.218 0.383 3.628  0.114
H -4.596 1.520 2.335  0.120
H -4.658 -0.940 1.648  0.126
H -3.584 0.060 0.664  0.104
H -2.489 -2.062 1.285  0.139
H -2.711 -1.701 3.014  0.149
O -1.264 4.119 1.909  -0.023
N -2.141 4.018 1.009  -0.362
C -2.287 2.751 0.369  -0.149
C -1.217 1.745 0.753  -0.143
N -1.137 0.831 -0.396  -0.014
N -0.192 -0.142 -0.505  0.003
N -0.561 -0.934 -1.472  -0.042
N -1.693 -0.481 -2.069  0.051
C -2.052 0.643 -1.403  -0.318
C -3.119 1.562 -1.570  -0.060
C -3.134 2.662 -0.731  -0.022
O -2.848 5.002 0.668  -0.008
H -0.255 2.276 0.768  0.153
H -3.800 1.400 -2.396  0.097
H -3.779 3.521 -0.920  0.123

Output
Molecular weight ... 374.40 g mol⁻¹
Frontier orbital gap ... 0.2238 Eh
2S+1 ... 1